This record from the Open Molecules 2025 dataset describes 8 unconnected molecules or ions with the total composition C14H44ClN2O11. The level of theory is the ωB97M-V functional and the def2-TZVPD basis.

Calculated values
* max |F|: 0.087 hartree/bohr
* orbital gap: 8.635 eV
* total charge: -1

Bonds (Å) are listed after each position.
Geometry (Å):
1 Cl -13.4015 -4.2089 -13.2039  O2 1.468, O3 1.458, O4 1.443, O5 1.409
2 O -12.7802 -3.6581 -14.4149  Cl1 1.468
3 O -12.4527 -5.1351 -12.5984  Cl1 1.458
4 O -13.6439 -3.1008 -12.3117  Cl1 1.443
5 O -14.5368 -4.9249 -13.6325  Cl1 1.409
6 O -13.6410 -6.9250 -10.6040  H7 0.957, H8 0.957
7 H -13.1010 -6.3777 -10.0338  O6 0.957
8 H -13.7256 -6.4193 -11.4123  O6 0.957
9 O -13.1722 -4.3726 -9.4531  H10 0.957, H11 0.957
10 H -13.1754 -4.0083 -10.3382  O9 0.957
11 H -13.0680 -3.6122 -8.8810  O9 0.957
12 C -16.5127 -5.8182 -8.9816  C13 1.493, H18 1.090, H19 1.090, H20 1.090
13 C -17.0352 -5.4491 -10.3303  C12 1.493, C14 1.547, N17 1.442, H21 1.090
14 C -16.4194 -4.1093 -10.7972  C13 1.547, O15 1.372, H22 1.090, H23 1.090
15 O -17.0231 -3.1119 -10.0745  C14 1.372, C16 1.424
16 C -16.2628 -1.9084 -10.1156  O15 1.424, H24 1.090, H25 1.090, H26 1.090
17 N -16.6702 -6.5154 -11.2300  C13 1.442, H27 1.010, H28 1.010
18 H -16.8906 -5.1625 -8.1970  C12 1.090
19 H -15.4262 -5.7629 -8.9140  C12 1.090
20 H -16.8372 -6.7909 -8.6120  C12 1.090
21 H -18.1238 -5.4013 -10.3032  C13 1.090
22 H -16.7239 -3.8983 -11.8223  C14 1.090
23 H -15.3462 -4.1776 -10.6195  C14 1.090
24 H -15.2074 -2.0131 -9.8642  C16 1.090
25 H -16.6698 -1.2493 -9.3488  C16 1.090
26 H -16.4399 -1.4984 -11.1100  C16 1.090
27 H -15.7607 -6.8668 -10.9665  N17 1.010
28 H -16.6323 -6.1314 -12.1634  N17 1.010
29 C -15.2999 -7.1453 -17.2716  C30 1.506, H35 1.090, H36 1.090, H37 1.090
30 C -14.8737 -6.4984 -18.5629  C29 1.506, C31 1.525, N34 1.472, H38 1.090
31 C -14.4308 -5.0484 -18.4016  C30 1.525, O32 1.430, H39 1.090, H40 1.090
32 O -15.4856 -4.2173 -17.9113  C31 1.430, C33 1.430
33 C -15.0711 -3.0023 -17.2821  O32 1.430, H41 1.090, H42 1.090, H43 1.090
34 N -13.7722 -7.3226 -19.0867  C30 1.472, H44 1.010, H45 1.010
35 H -16.2886 -6.8529 -16.9178  C29 1.090
36 H -14.6361 -6.8501 -16.4589  C29 1.090
37 H -15.4030 -8.2301 -17.2975  C29 1.090
38 H -15.8038 -6.5630 -19.1276  C30 1.090
39 H -14.1095 -4.7592 -19.4022  C31 1.090
40 H -13.5436 -4.8640 -17.7958  C31 1.090
41 H -14.2978 -3.1512 -16.5284  C33 1.090
42 H -15.9116 -2.5201 -16.7830  C33 1.090
43 H -14.7205 -2.2435 -17.9817  C33 1.090
44 H -13.2157 -6.9355 -19.8354  N34 1.010
45 H -13.1584 -7.4034 -18.2887  N34 1.010
46 C -15.2556 0.0481 -13.9360  C47 1.557, H49 1.090, H50 1.090, H51 1.090
47 C -14.1744 0.2288 -15.0419  C46 1.557, O48 1.397, H52 1.090, H53 1.090
48 O -14.4338 1.4406 -15.6873  C47 1.397, H54 0.960
49 H -16.2622 0.0060 -14.3521  C46 1.090
50 H -15.2552 0.7743 -13.1232  C46 1.090
51 H -15.1634 -0.9091 -13.4227  C46 1.090
52 H -14.1910 -0.5719 -15.7812  C47 1.090
53 H -13.1840 0.2576 -14.5876  C47 1.090
54 H -14.3705 2.1690 -15.0652  O48 0.960
55 C -9.2049 -3.1511 -15.8326  C56 1.567, H58 1.090, H59 1.090, H60 1.090
56 C -8.1762 -4.0344 -16.6177  C55 1.567, O57 1.368, H61 1.090, H62 1.090
57 O -7.7986 -5.0128 -15.7391  C56 1.368, H63 0.960
58 H -10.0534 -3.7963 -15.6044  C55 1.090
59 H -9.4893 -2.2375 -16.3546  C55 1.090
60 H -8.7741 -2.7931 -14.8976  C55 1.090
61 H -7.3508 -3.4130 -16.9650  C56 1.090
62 H -8.7297 -4.4810 -17.4438  C56 1.090
63 H -7.2661 -5.6188 -16.2594  O57 0.960
64 C -10.3169 -6.8791 -16.7507  C65 1.528, H67 1.090, H68 1.090, H69 1.090
65 C -11.2958 -6.1520 -15.8306  C64 1.528, O66 1.431, H70 1.090, H71 1.090
66 O -12.3028 -7.0661 -15.3868  C65 1.431, H72 0.960
67 H -10.8857 -7.5199 -17.4245  C64 1.090
68 H -9.6023 -7.5417 -16.2624  C64 1.090
69 H -9.6820 -6.2322 -17.3560  C64 1.090
70 H -11.7992 -5.3182 -16.3201  C65 1.090
71 H -10.7269 -5.7413 -14.9965  C65 1.090
72 H -13.0083 -6.5538 -14.9850  O66 0.960